The following is a DFT calculation (the ωB97M-V functional and the def2-TZVPD basis) of C34H41BGeN13O4SeTi as an isolated structure.

DFT total energy = -209143.364 eV
spin multiplicity = 2
relative energy (zero: lowest compared OMol25 entry of this formula, charge and spin) = 0.508 eV
orbital gap (spin up / spin down) = 6.982 / 6.981 eV
HOMO energy (spin up / spin down) = -7.3 / -7.3 eV

Atoms and positions in Å:
Ti 0.954 -0.845 -1.275
C 1.966 0.085 -5.473
C 1.203 0.318 -4.328
N 1.619 -0.447 -3.326
N 2.643 -1.190 -3.798
C 2.862 -0.891 -5.091
B 3.210 -2.426 -3.032
N 3.711 -2.058 -1.613
C 4.919 -2.158 -1.035
C 4.764 -1.993 0.329
C 3.393 -1.803 0.509
N 2.768 -1.859 -0.660
N 2.026 -3.405 -2.829
C 1.934 -4.746 -2.859
C 0.643 -5.105 -2.538
C 0.001 -3.891 -2.287
N 0.835 -2.875 -2.458
N 4.334 -2.986 -3.894
C 4.362 -4.006 -4.786
C 5.562 -3.959 -5.449
C 6.216 -2.843 -4.896
N 5.474 -2.257 -3.974
H 1.874 0.552 -6.437
H 0.379 0.997 -4.191
H 3.634 -1.388 -5.652
H 5.796 -2.324 -1.634
H 5.533 -2.013 1.080
H 2.819 -1.618 1.405
H 2.789 -5.363 -3.073
H 0.236 -6.099 -2.476
H -1.015 -3.706 -1.978
H 3.528 -4.671 -4.920
H 5.909 -4.624 -6.220
H 7.189 -2.444 -5.132
N 3.731 1.169 -1.896
N 2.849 2.199 -1.526
C 1.937 1.952 -0.496
O 1.497 2.884 0.150
O 1.606 0.703 -0.328
H 4.571 1.173 -1.327
H 3.980 1.266 -2.871
H 3.238 3.130 -1.445
C -2.757 6.643 1.807
O -2.345 5.305 2.010
C -3.215 4.321 1.674
C -2.757 3.015 1.868
C -3.554 1.940 1.549
C -4.834 2.147 1.015
C -5.297 3.446 0.875
C -4.496 4.539 1.183
N -5.785 1.144 0.651
N -5.498 -0.031 0.365
C -4.189 -0.477 0.039
C -3.860 -1.718 0.536
C -2.557 -2.234 0.474
C -1.555 -1.516 -0.146
O -0.289 -1.862 -0.132
C -1.929 -0.313 -0.832
N -0.926 0.305 -1.517
C -1.151 1.483 -2.053
C -2.430 2.056 -2.086
C -3.468 1.406 -1.479
C -3.228 0.221 -0.750
H -1.931 7.266 2.139
H -3.647 6.880 2.395
H -2.957 6.839 0.750
H -1.759 2.868 2.257
H -3.173 0.943 1.728
H -6.303 3.592 0.503
H -4.883 5.537 1.042
H -4.634 -2.260 1.067
H -2.307 -3.168 0.959
H -0.300 1.992 -2.490
H -2.580 2.997 -2.596
H -4.470 1.806 -1.544
C -1.383 -0.619 7.132
Ge -1.686 -0.069 5.274
C -1.611 1.882 5.158
C -3.437 -0.686 4.648
C -0.353 -0.956 4.121
Se 0.169 0.025 2.514
C 1.401 1.278 3.340
H -2.159 -0.225 7.790
H -0.418 -0.247 7.480
H -1.381 -1.706 7.218
H -2.560 2.305 5.490
H -1.436 2.190 4.129
H -0.817 2.290 5.784
H -4.244 -0.086 5.070
H -3.600 -1.728 4.926
H -3.492 -0.612 3.560
H -0.819 -1.867 3.737
H 0.542 -1.263 4.663
H 0.953 1.721 4.227
H 1.591 2.053 2.599
H 2.328 0.774 3.604